(1)
Molecular formula: C27H47NO2P2Tc
Method: DFT, ωB97M-V/def2-TZVPD

Structure (ORCA input):
```
! wB97M-V def2-TZVPD RIJCOSX def2/J DEFGRID3
* xyz 0 4
Tc 0.0514 -0.9116 -0.6228
P 2.2898 -1.1341 -1.1185
P -2.5030 -0.7070 -0.5784
N -0.1051 -0.0331 -2.2022
H 0.7686 -2.3490 0.5887
C 2.7357 -2.6167 -2.0890
H 3.8260 -2.7481 -2.0971
H 2.3741 -2.4821 -3.1165
H 2.2614 -3.5078 -1.6655
C 3.4249 -1.1424 0.3129
H 4.4511 -1.3693 -0.0065
H 3.0943 -1.8973 1.0365
H 3.4014 -0.1579 0.7984
C 3.0019 0.2126 -2.1480
H 4.0993 0.1628 -2.1400
H 2.6823 1.1842 -1.7488
H 2.6393 0.1215 -3.1800
C -3.3777 -2.1028 -1.3698
H -4.4639 -1.9424 -1.3432
H -3.1199 -3.0433 -0.8698
H -3.0423 -2.1642 -2.4124
C -3.2689 -0.5898 1.0740
H -4.3558 -0.4564 0.9770
H -2.8440 0.2681 1.6114
H -3.0649 -1.5031 1.6468
C -3.1757 0.7317 -1.4821
H -4.2711 0.7467 -1.3954
H -2.8964 0.6591 -2.5402
H -2.7670 1.6655 -1.0737
C -0.1479 0.7177 -3.3320
C -0.1785 0.8794 -5.7631
C -0.1890 0.0975 -4.6212
C -0.1130 2.1430 -3.2529
C -0.1252 2.9053 -4.4080
C -0.1529 2.2796 -5.6619
H -0.1905 0.3907 -6.7428
H -0.2178 -0.9952 -4.6397
H -0.0601 2.5816 -2.2535
H -0.1082 3.9967 -4.3211
H -0.1526 2.8887 -6.5669
C -0.1078 -3.4464 0.3934
O -0.6632 -2.8861 -0.7592
C 0.5144 -4.7894 0.0999
H 0.8782 -5.2540 1.0226
H 1.3398 -4.7260 -0.6122
H -0.2657 -5.4388 -0.3239
C -1.0420 -3.4544 1.5839
H -2.0486 -3.7974 1.2885
H -1.1177 -2.4546 2.0393
H -0.6558 -4.1342 2.3594
C -2.1401 3.7131 0.3694
C -0.7470 3.0859 0.3546
C 0.2898 4.0885 -0.1533
C -0.3454 2.5360 1.7261
C -0.4550 3.3437 2.8504
C -0.0412 2.8961 4.1052
C 0.4872 1.6134 4.2400
C 0.6152 0.7659 3.1462
C 1.2208 -0.6215 3.3519
C 2.6950 -0.5316 3.7548
C 0.4485 -1.4266 4.3981
C 0.2044 1.2281 1.8622
O 0.3521 0.4621 0.7828
H -2.1487 4.6254 0.9795
H -2.8817 3.0184 0.7829
H -2.4468 3.9840 -0.6491
H -0.7594 2.2272 -0.3288
H 0.3614 4.9453 0.5306
H 1.2781 3.6164 -0.2145
H 0.0176 4.4610 -1.1477
H -0.8614 4.3493 2.7306
H -0.1266 3.5474 4.9731
H 0.8183 1.2533 5.2155
H 1.1578 -1.1531 2.3935
H 2.7958 -0.0757 4.7488
H 3.1454 -1.5315 3.7861
H 3.2592 0.0788 3.0411
H -0.6271 -1.4207 4.1869
H 0.7919 -2.4685 4.4067
H 0.6001 -1.0078 5.4019
*
```

Summary:
- Electronic energy: -55121.6884 eV
- HOMO energy (spin up / spin down): -6.0 / -7.1 eV
- Lowest unoccupied orbital energy (spin up / spin down): 0.6 / -0.1 eV
- HOMO-LUMO gap (spin up / spin down): 0.2437 / 0.2600 Eh

(2)
Molecular formula: C27H48AsNSi3TeV
Method: DFT, ωB97M-V/def2-TZVPD

Structure (ORCA input):
```
! wB97M-V def2-TZVPD RIJCOSX def2/J DEFGRID3
* xyz 0 4
V 0.9696 0.4915 0.3440
C 0.5737 2.1820 1.7370
Si -1.2513 2.1829 1.8601
C -1.5886 0.3461 2.1892
N -0.9596 -0.4839 1.1218
C -0.6545 -1.8491 1.6245
C -1.8971 -2.6933 1.8708
C -2.7499 -2.8086 0.5858
C -2.1737 -1.9529 -0.5424
C -1.8858 -0.5401 -0.0703
C -2.1037 3.1537 3.2255
C -2.7620 4.3593 2.9667
C -3.3587 5.0889 3.9876
C -3.3111 4.6222 5.2945
C -2.6615 3.4268 5.5753
C -2.0648 2.7059 4.5504
C -2.0258 2.6829 0.2210
C -1.2198 3.0114 -0.8719
C -1.7673 3.2738 -2.1226
C -3.1415 3.2142 -2.3009
C -3.9652 2.9066 -1.2227
C -3.4096 2.6473 0.0218
H 0.9573 1.8461 2.7134
H 0.9983 3.1716 1.5440
H -2.6418 0.0778 2.3299
H -1.0782 0.1244 3.1334
H -0.0635 -1.7404 2.5348
H -0.0188 -2.3370 0.8897
H -2.4808 -2.2555 2.6829
H -1.5802 -3.6778 2.2212
H -3.7741 -2.4870 0.7924
H -2.8143 -3.8487 0.2596
H -2.8786 -1.8948 -1.3742
H -1.2591 -2.3884 -0.9440
H -2.8267 -0.0594 0.2074
H -1.4647 0.0476 -0.8882
H -2.8131 4.7348 1.9496
H -3.8622 6.0208 3.7622
H -3.7776 5.1876 6.0917
H -2.6196 3.0578 6.5929
H -1.5557 1.7779 4.7955
H -0.1444 3.0623 -0.7465
H -1.1198 3.5229 -2.9548
H -3.5733 3.4118 -3.2740
H -5.0393 2.8679 -1.3560
H -4.0658 2.4089 0.8548
C 3.7455 -1.4403 -4.0203
Si 1.9773 -1.1689 -3.4475
C 1.4353 0.5730 -3.9026
C 0.9044 -2.3745 -4.4001
As 1.6304 -1.4201 -1.1813
Si 1.9127 -3.6629 -0.6799
C 3.3666 -4.3526 -1.6410
C 0.4226 -4.7356 -1.0828
C 2.2542 -3.8499 1.1663
H 3.8877 -1.0253 -5.0237
H 3.9745 -2.5081 -4.0710
H 4.4732 -0.9764 -3.3524
H 1.5276 0.7280 -4.9828
H 2.0332 1.3417 -3.4084
H 0.3903 0.7335 -3.6234
H 1.0326 -2.2464 -5.4804
H -0.1508 -2.2248 -4.1579
H 1.1633 -3.4082 -4.1519
H 3.1685 -4.3487 -2.7180
H 3.5595 -5.3879 -1.3419
H 4.2718 -3.7672 -1.4600
H 0.1005 -4.6060 -2.1192
H -0.4229 -4.4880 -0.4345
H 0.6589 -5.7943 -0.9264
H 2.5169 -2.8996 1.6323
H 3.0880 -4.5407 1.3251
H 1.3836 -4.2585 1.6886
C 4.5771 1.1364 -1.4080
Te 2.9949 2.2052 -0.4696
C 4.0104 2.2999 1.3991
H 4.5652 0.1097 -1.0525
H 5.5169 1.6318 -1.1718
H 4.4177 1.1558 -2.4836
H 4.9749 2.7773 1.2422
H 4.1398 1.2981 1.8015
H 3.4022 2.8954 2.0749
*
```

Summary:
- Energy above the lowest of the compared OMol25 structures with the same formula, charge and spin: 0.0 kJ/mol
- Electronic energy: -147721.8397 eV
- HOMO energy (spin up / spin down): -6.7 / -6.8 eV
- Lowest unoccupied orbital energy (spin up / spin down): 0.3 / 0.2 eV
- HOMO-LUMO gap (spin up / spin down): 0.2576 / 0.2581 Eh

(3)
Molecular formula: C27H48BNO8S
Method: DFT, ωB97M-V/def2-TZVPD

Structure (ORCA input):
```
! wB97M-V def2-TZVPD RIJCOSX def2/J DEFGRID3
* xyz 0 1
C -4.1468 0.7526 3.4736
C -2.7271 1.1420 3.0575
C -2.6191 2.6434 2.7447
C -2.7152 2.9497 1.2396
C -2.0462 4.2901 0.9321
C -1.6335 4.4246 -0.5412
C -0.4164 3.5271 -0.8423
C 0.8020 4.2796 -1.3924
C 1.8385 3.2712 -1.9285
C 3.2487 3.5162 -1.4045
C 3.3573 3.3450 0.1177
C 3.8566 1.9761 0.6329
C 3.6246 0.7705 -0.2789
C 2.1826 0.2338 -0.2176
C 1.7423 -0.3867 -1.5760
C 1.3753 -1.8606 -1.4313
S 0.3584 -2.5275 -2.7738
C -0.5244 -1.2101 -3.6486
C 0.1532 -0.8547 -4.9531
C -0.6565 -1.0051 -6.2038
N 1.3460 -0.4563 -5.0441
C -0.9947 -3.5453 -2.0549
C -1.5818 -3.0562 -0.7381
C -2.9139 -3.8216 -0.5387
C -1.8607 -1.5590 -0.6813
H -4.3826 1.1466 4.4527
H -4.8531 1.1065 2.7245
H -4.2258 -0.3312 3.5094
H -2.3912 0.5440 2.2211
H -2.0707 0.9322 3.8940
H -1.6716 3.0014 3.1297
H -3.4263 3.1716 3.2455
H -3.7691 3.0305 0.9830
H -2.2481 2.1523 0.6699
H -1.1465 4.3477 1.5399
H -2.6920 5.1275 1.1745
H -2.4399 4.1158 -1.1954
H -1.3471 5.4531 -0.7347
H -0.6639 2.7403 -1.5544
H -0.0741 3.0057 0.0514
H 0.4667 4.8889 -2.2268
H 1.1900 4.9080 -0.5966
H 1.8888 3.3972 -3.0075
H 1.5084 2.2605 -1.7304
H 3.9800 2.9464 -1.9680
H 3.4582 4.5606 -1.6264
H 2.4124 3.6364 0.5651
H 4.0765 4.0845 0.4558
H 4.8986 2.0019 0.9279
H 3.3062 1.7624 1.5472
H 4.2507 -0.0293 0.1101
H 3.9495 0.9270 -1.3014
H 1.4946 1.0289 0.0418
H 2.1441 -0.5566 0.5227
H 2.5824 -0.2615 -2.2526
H 0.9178 0.1973 -1.9749
H 0.9402 -2.0242 -0.4551
H 2.2885 -2.4401 -1.4548
H -1.4847 -1.6455 -3.9016
H -0.7378 -0.3418 -3.0378
H -1.6056 -0.4935 -6.0759
H -0.7952 -2.0690 -6.3821
H -0.0765 -0.5829 -7.0075
H 1.7609 -0.4276 -4.1078
H -1.7543 -3.5287 -2.8271
H -0.5908 -4.5478 -1.9732
H -0.9278 -3.3671 0.0633
H -2.7526 -4.7905 -0.0860
H -3.3652 -3.9883 -1.5170
H -3.6193 -3.2454 0.0430
H -2.6222 -1.3931 0.0671
H -2.2660 -1.1677 -1.6095
H -1.0057 -0.9767 -0.3565
B 1.1127 -4.2410 4.0921
O 0.3925 -5.3324 4.7550
C 1.0323 -5.6368 5.8892
O 0.7050 -6.4828 6.6651
C 2.2413 -4.7196 6.0108
O 3.0380 -4.7129 6.8997
O 2.2611 -3.9148 4.9428
O 1.5516 -4.6389 2.7213
C 1.0134 -3.8189 1.8623
O 1.1503 -3.8435 0.6604
C 0.1667 -2.7991 2.6049
O -0.4562 -1.9090 2.0796
O 0.2340 -3.0558 3.8891
*
```

Summary:
- Electronic energy: -58163.1077 eV
- HOMO energy: -9.2 eV
- Lowest unoccupied orbital energy: -0.4 eV
- HOMO-LUMO gap: 0.3228 Eh

(4)
Molecular formula: C27H48Br2Cl42FNO2S
Method: DFT, ωB97M-V/def2-TZVPD

Structure (ORCA input):
```
! wB97M-V def2-TZVPD RIJCOSX def2/J DEFGRID3
* xyz 0 1
C 5.4426 2.0433 0.1803
C 4.4198 1.9578 -0.4273
C 3.1525 1.8636 -1.1549
N 2.0294 2.6438 -0.5999
C 1.3353 2.0545 0.4853
Br 2.2910 0.9212 1.6871
C 0.0218 2.2543 0.6460
C -0.8277 3.0784 -0.2630
Br -0.9201 1.4868 2.0968
S 2.3027 4.3004 -0.4392
O 1.4538 4.9963 -1.3428
O 2.2373 4.6670 0.9300
F 3.7356 4.4773 -0.9948
H 6.2989 2.1677 0.7966
H 2.8561 0.8195 -1.1848
H 3.3262 2.1735 -2.1819
H -0.6219 2.8338 -1.2984
H -0.6251 4.1269 -0.0556
H -1.8744 2.9386 -0.0204
C -4.6669 3.5735 -1.5651
Cl -4.1023 1.9538 -1.9904
Cl -3.9775 4.1315 -0.0277
H -4.3669 4.2652 -2.3449
H -5.7482 3.5398 -1.4835
C -3.6300 -1.9720 -2.2896
Cl -5.1700 -1.3379 -2.8904
Cl -2.2852 -0.8893 -2.6724
H -3.6956 -2.0780 -1.2136
H -3.4480 -2.9331 -2.7552
C 3.5814 -2.9334 1.4622
Cl 2.3513 -2.2598 0.3902
Cl 3.5015 -2.1967 3.0761
H 3.4233 -3.9977 1.5515
H 4.5581 -2.7331 1.0385
C -7.0651 3.1180 2.4283
Cl -8.7712 3.2613 1.9652
Cl -6.1993 1.9721 1.3991
H -6.5970 4.0904 2.3324
H -7.0166 2.7740 3.4544
C -2.1747 4.1575 5.2755
Cl -3.1409 4.2112 3.7916
Cl -1.4673 2.5640 5.5425
H -1.3750 4.8843 5.1986
H -2.8221 4.3924 6.1121
C 0.1763 3.8406 -4.5441
Cl -1.4435 3.8373 -3.8451
Cl 1.2095 2.6098 -3.7967
H 0.1060 3.6263 -5.6015
H 0.6234 4.8161 -4.3782
C -8.5343 1.9879 -1.6297
Cl -10.2178 2.2049 -2.1176
Cl -7.4063 2.6638 -2.8170
H -8.3805 2.4894 -0.6840
H -8.3324 0.9281 -1.5320
C 3.6136 6.4568 -4.5972
Cl 1.9551 6.5803 -5.2037
Cl 4.5970 5.3755 -5.5878
H 4.0582 7.4439 -4.6098
H 3.5785 6.0678 -3.5864
C -5.7173 -4.1330 -5.2023
Cl -4.2838 -4.9867 -4.6013
Cl -6.9153 -5.2506 -5.8641
H -6.1648 -3.5904 -4.3796
H -5.4072 -3.4520 -5.9812
C 4.8976 -2.5882 6.7320
Cl 3.4034 -2.6702 7.6712
Cl 6.0761 -3.8018 7.2553
H 4.6657 -2.7719 5.6914
H 5.3306 -1.6012 6.8526
C -10.6533 4.2180 5.1649
Cl -9.0283 3.7871 5.7119
Cl -11.8861 3.7883 6.3546
H -10.6873 5.2878 4.9997
H -10.8567 3.6854 4.2440
C 0.5081 -2.2989 -4.2239
Cl 1.1604 -3.8383 -4.8079
Cl 1.2732 -1.8012 -2.7128
H 0.6901 -1.5388 -4.9738
H -0.5549 -2.4150 -4.0532
C 5.5632 -6.5446 1.4744
Cl 4.3171 -5.8681 0.4095
Cl 5.5363 -5.8221 3.0881
H 5.3941 -7.6108 1.5664
H 6.5386 -6.3516 1.0392
C 4.6163 1.7913 5.2707
Cl 3.1014 1.7057 6.1683
Cl 5.7870 0.5806 5.8291
H 4.4088 1.6113 4.2233
H 5.0493 2.7743 5.4084
C 8.9173 -7.4942 -0.7782
Cl 7.6442 -6.8348 -1.8116
Cl 8.8856 -6.7742 0.8381
H 8.7672 -8.5624 -0.6823
H 9.8789 -7.2849 -1.2299
C -6.6040 -3.5328 -9.5988
Cl -7.7523 -3.0172 -10.8368
Cl -6.7732 -2.5944 -8.1094
H -6.7856 -4.5756 -9.3672
H -5.5992 -3.3970 -9.9790
C 3.0686 -6.2155 -6.6226
Cl 4.5941 -7.0204 -6.2342
Cl 1.8581 -7.3547 -7.2226
H 2.6884 -5.7460 -5.7253
H 3.2536 -5.4711 -7.3870
C 9.4509 -5.2224 5.9731
Cl 8.2994 -5.1470 4.6346
Cl 10.2620 -6.7909 6.0620
H 10.1998 -4.4529 5.8319
H 8.9108 -5.0599 6.8989
C -3.4807 2.8197 -7.3416
Cl -1.8244 2.3952 -6.8885
Cl -4.6333 2.3833 -6.0758
H -3.5296 3.8894 -7.5032
H -3.7384 2.2856 -8.2476
C 6.4419 -6.0740 10.2646
Cl 6.6285 -6.2341 12.0146
Cl 7.9382 -6.4639 9.4037
H 5.6685 -6.7557 9.9339
H 6.1685 -5.0513 10.0349
C -5.1341 7.3623 4.5779
Cl -6.4008 6.1546 4.3264
Cl -5.5367 8.4767 5.8878
H -4.2156 6.8461 4.8276
H -5.0116 7.9292 3.6634
*
```

Summary:
- Electronic energy: -713939.4365 eV
- HOMO energy: -8.9 eV
- Lowest unoccupied orbital energy: 0.2 eV
- HOMO-LUMO gap: 0.3349 Eh

(5)
Molecular formula: C27H48BrF9N5O3S2
Method: DFT, ωB97M-V/def2-TZVPD

Structure (ORCA input):
```
! wB97M-V def2-TZVPD RIJCOSX def2/J DEFGRID3
* xyz 1 1
C -2.0394 -0.3599 3.6305
C -2.2117 -1.5160 2.6381
C -1.4774 -1.1915 1.3344
C -1.2789 -2.4112 0.4139
C -2.4127 -2.6177 -0.5920
C -2.5393 -1.5284 -1.6677
C -1.2838 -1.3582 -2.5267
C -1.0319 0.0733 -3.0520
C -2.2684 0.5063 -3.8431
C -2.3431 1.8333 -4.5597
O -3.3272 2.4816 -4.5825
Br -0.8224 2.5140 -5.5784
C -0.7791 0.9669 -1.7998
C 0.5740 1.7219 -1.6153
C 1.3126 1.0610 -0.4288
C 2.5544 1.8343 0.0013
C 3.4493 1.1558 1.0270
F 4.2462 0.2351 0.4091
F 4.2620 2.0925 1.5675
C 2.6874 0.4242 2.1618
F 1.6972 1.2467 2.5570
F 2.1350 -0.6840 1.6558
S 3.6678 -0.0364 3.7347
F 5.0365 0.0525 2.9508
F 3.7479 1.4970 4.0911
F 2.2956 -0.1626 4.5168
F 3.5973 -1.5806 3.3882
F 4.4471 -0.3727 5.0506
N 0.4594 3.1492 -1.3114
C -0.2603 3.4315 -0.0610
C -0.0100 3.9607 -2.4000
C -1.4159 4.4922 -2.4159
O 0.7608 4.2215 -3.2922
N 1.4767 1.5941 -2.7826
C 1.3738 0.3480 -3.4132
N 2.4186 -0.4066 -3.5670
C 3.8009 -0.1556 -3.1294
C 4.1942 -1.3473 -2.2525
C 4.6751 -0.0776 -4.3820
C 6.1681 -0.0420 -4.0532
N 0.1693 -0.0195 -3.9307
S 0.1152 -1.0198 -5.3091
H -1.1020 -0.4830 4.1722
H -1.9531 0.5831 3.0868
H -2.8718 -0.3092 4.3216
H -1.7905 -2.4237 3.0663
H -3.2608 -1.6962 2.4164
H -0.4866 -0.8220 1.6076
H -2.0083 -0.3869 0.8225
H -0.3035 -2.3523 -0.0713
H -1.2381 -3.2967 1.0480
H -2.2766 -3.5738 -1.1002
H -3.3434 -2.6541 -0.0272
H -3.3738 -1.7985 -2.3160
H -2.8356 -0.5914 -1.1938
H -0.3922 -1.6179 -1.9547
H -1.3294 -2.0620 -3.3605
H -3.1069 0.5531 -3.1518
H -2.5330 -0.2501 -4.5846
H -0.8814 0.3247 -0.9333
H -1.6071 1.6690 -1.7245
H 1.6122 0.0571 -0.7453
H 0.6191 0.9188 0.3937
H 2.2982 2.8017 0.4206
H 3.1911 2.0182 -0.8607
H -1.2494 2.9719 0.0097
H 0.3274 3.1441 0.8049
H -0.3959 4.5061 0.0152
H -1.4975 5.3382 -1.7357
H -2.1738 3.7587 -2.1535
H -1.6113 4.8573 -3.4195
H 1.1942 2.2776 -3.4915
H 2.2805 -1.2783 -4.0663
H 3.8580 0.7813 -2.5887
H 3.4201 -1.5275 -1.5078
H 4.2813 -2.2356 -2.8775
H 5.1222 -1.1535 -1.7284
H 4.4791 -0.9757 -4.9747
H 4.3983 0.7853 -4.9862
H 6.3623 0.5376 -3.1519
H 6.5377 -1.0486 -3.8669
H 6.7389 0.3594 -4.8839
H 0.2524 -0.0452 -6.2219
C -5.1909 -1.7500 5.6260
O -4.6126 -1.9984 4.5817
N -4.9689 -2.3884 6.7852
C -5.6847 -2.0550 8.0018
C -3.9757 -3.4501 6.8123
H -5.9588 -0.9628 5.7026
H -4.9891 -1.7344 8.7790
H -6.2431 -2.9190 8.3654
H -6.3843 -1.2460 7.8046
H -2.9984 -3.0625 6.5232
H -4.2463 -4.2404 6.1122
H -3.9190 -3.8601 7.8168
*
```

Summary:
- Electronic energy: -158534.2621 eV
- HOMO energy: -10.9 eV
- Lowest unoccupied orbital energy: -2.8 eV
- HOMO-LUMO gap: 0.2970 Eh